1.
{
  "formula": "C51H56CdCl2N2P2Si",
  "method": "ωB97M-V/def2-TZVPD",
  "species": ["Cd", "C", "N", "C", "P", "C", "C", "C", "C", "C", "C", "C", "C", "C", "C", "C", "C", "C", "C", "C", "C", "C", "C", "P", "C", "C", "C", "C", "C", "C", "C", "C", "C", "C", "C", "C", "H", "H", "H", "H", "H", "H", "H", "H", "H", "H", "H", "H", "H", "H", "H", "H", "H", "H", "H", "H", "H", "H", "H", "H", "H", "H", "H", "H", "H", "Cl", "C", "Cl", "H", "H", "C", "C", "C", "C", "C", "C", "H", "H", "H", "H", "H", "C", "Si", "C", "C", "C", "H", "H", "H", "H", "H", "H", "H", "H", "H", "H", "H", "C", "C", "C", "C", "C", "C", "C", "C", "N", "H", "H", "H", "H", "H", "H", "H", "H", "H"],
  "xyz": [[-1.8292, -0.5286, -0.2820], [1.4766, 3.3834, 0.1953], [2.3724, 2.3647, -0.2811], [2.4173, 1.1248, 0.5342], [1.2553, -0.7059, 0.1860], [2.4449, -1.1281, -1.1681], [2.4961, -0.3102, -2.2966], [3.2602, -0.6507, -3.4050], [4.0291, -1.8058, -3.3928], [4.0156, -2.6176, -2.2649], [3.2186, -2.2873, -1.1758], [2.0039, -1.2483, 1.7941], [3.3709, -1.3198, 2.0573], [3.8466, -1.7214, 3.3019], [2.9629, -2.0511, 4.3187], [1.5955, -1.9991, 4.0696], [1.1291, -1.6163, 2.8215], [3.5317, 2.8186, -0.9046], [4.4670, 1.9005, -1.4289], [5.6081, 2.3223, -2.0823], [5.8936, 3.6748, -2.2474], [5.0055, 4.5918, -1.7122], [3.8551, 4.1833, -1.0458], [-0.3092, 2.9061, 0.5035], [-1.2115, 3.9711, -0.7063], [-0.8132, 5.2439, -1.1127], [-1.5439, 5.9546, -2.0539], [-2.7019, 5.4072, -2.5957], [-3.1258, 4.1561, -2.1792], [-2.3817, 3.4447, -1.2441], [-0.5374, 3.9091, 2.0394], [-1.5227, 4.8804, 2.1941], [-1.7291, 5.5009, 3.4222], [-0.9648, 5.1497, 4.5220], [0.0138, 4.1732, 4.3862], [0.2195, 3.5589, 3.1604], [1.4452, 4.1853, -0.5332], [1.8431, 3.8105, 1.1408], [2.1283, 1.4034, 1.5631], [3.4645, 0.8408, 0.6024], [1.9215, 0.6049, -2.3065], [3.2508, -0.0110, -4.2802], [4.6219, -2.0802, -4.2575], [4.6114, -3.5233, -2.2386], [3.1804, -2.9487, -0.3221], [4.0819, -1.0715, 1.2793], [4.9160, -1.7741, 3.4755], [3.3337, -2.3627, 5.2885], [0.8890, -2.2737, 4.8448], [0.0624, -1.6295, 2.6278], [4.2733, 0.8438, -1.3460], [6.2828, 1.5736, -2.4825], [6.7873, 3.9986, -2.7664], [5.2074, 5.6540, -1.7968], [3.2317, 4.9480, -0.6073], [0.0625, 5.7113, -0.6771], [-1.2075, 6.9367, -2.3645], [-3.2646, 5.9534, -3.3434], [-4.0265, 3.7174, -2.5897], [-2.7061, 2.4529, -0.9474], [-2.1382, 5.1586, 1.3483], [-2.4956, 6.2610, 3.5156], [-1.1293, 5.6302, 5.4788], [0.6128, 3.8800, 5.2399], [0.9754, 2.7846, 3.0732], [-1.6659, 0.3996, 2.7065], [-3.2242, 1.2191, 2.8778], [-3.9475, 1.7305, 1.3447], [-3.0564, 2.1151, 3.4618], [-3.9060, 0.5268, 3.3551], [-1.0526, 0.5077, -5.1579], [-2.0624, -0.3638, -4.7676], [-2.3093, -0.5955, -3.4167], [-1.5693, 0.0249, -2.4057], [-0.5601, 0.8935, -2.8358], [-0.2970, 1.1422, -4.1797], [-0.8522, 0.6831, -6.2092], [-2.6590, -0.8706, -5.5194], [-3.1050, -1.2827, -3.1483], [0.0603, 1.3944, -2.0976], [0.5049, 1.8179, -4.4627], [-0.6182, -5.0823, 1.4634], [0.8377, -4.3956, 0.4984], [2.3485, -4.7045, 1.5983], [1.1001, -5.4218, -1.0635], [0.4324, -2.6481, 0.0157], [-0.5492, -6.1606, 1.6447], [-1.5532, -4.8735, 0.9337], [-0.6868, -4.5762, 2.4321], [2.5631, -5.7786, 1.6306], [2.1581, -4.3634, 2.6199], [3.2554, -4.1977, 1.2605], [1.5686, -6.3918, -0.8639], [1.7322, -4.8718, -1.7682], [0.1371, -5.5976, -1.5528], [-0.5364, -2.5119, 0.5181], [0.2051, -2.6696, -1.0606], [-5.2213, -1.7044, 2.6580], [-5.1903, -2.6753, 1.5140], [-6.2136, -3.5845, 1.3442], [-6.2211, -4.5195, 0.3030], [-5.1205, -4.5114, -0.5556], [-4.0659, -3.6234, -0.4339], [-2.9156, -3.7475, -1.4019], [-4.0434, -2.5937, 0.6068], [-3.1081, -1.6942, 0.8215], [-5.9471, -2.0151, 3.4181], [-5.4821, -0.6922, 2.3226], [-4.2209, -1.6392, 3.1004], [-7.0399, -3.5741, 2.0560], [-7.0337, -5.2263, 0.1783], [-5.0779, -5.2453, -1.3614], [-2.4434, -4.7351, -1.3391], [-2.1485, -3.0070, -1.1870], [-3.2341, -3.6130, -2.4416]],
  "homo_ev": 0.02,
  "charge": -2
}

***

2.
{
  "formula": "C51H58B2Br2Cl2F10NO39",
  "method": "ωB97M-V/def2-TZVPD",
  "species": ["C", "C", "O", "B", "O", "C", "C", "C", "C", "O", "C", "C", "O", "O", "B", "C", "O", "C", "C", "Cl", "C", "C", "Cl", "C", "C", "O", "C", "O", "C", "C", "O", "N", "C", "Br", "C", "C", "Br", "H", "H", "H", "H", "H", "H", "H", "H", "H", "H", "H", "H", "H", "H", "H", "H", "H", "H", "H", "H", "H", "H", "H", "H", "H", "H", "H", "H", "C", "C", "O", "C", "O", "O", "F", "H", "H", "H", "C", "C", "O", "C", "O", "O", "F", "H", "H", "H", "C", "C", "O", "C", "O", "O", "F", "H", "H", "H", "C", "C", "O", "C", "O", "O", "F", "H", "H", "H", "C", "C", "O", "C", "O", "O", "F", "H", "H", "H", "C", "C", "O", "C", "O", "O", "F", "H", "H", "H", "C", "C", "O", "C", "O", "O", "F", "H", "H", "H", "C", "C", "O", "C", "O", "O", "F", "H", "H", "H", "C", "C", "O", "C", "O", "O", "F", "H", "H", "H", "C", "C", "O", "C", "O", "O", "F", "H", "H", "H"],
  "xyz": [[-4.2979, 0.0369, -3.2414], [-2.8753, 0.1877, -3.9274], [-1.7856, 0.0772, -2.9726], [-1.3265, 1.2946, -2.5336], [-1.8867, 2.5550, -2.8199], [-0.0285, 1.2823, -1.5323], [-0.3076, 1.7019, -0.1356], [-1.7584, 2.0869, 0.3415], [-2.5968, 0.7756, 0.6593], [-3.8043, 0.8257, 0.5700], [0.8238, 1.7626, 0.8206], [0.6863, 2.1886, 2.3028], [1.2043, 1.4804, 3.1315], [0.0074, 3.3029, 2.7296], [-0.8293, 3.0025, 3.8855], [-2.3744, 2.5886, 3.7665], [-0.2795, 3.0484, 5.1852], [2.1686, 1.4022, 0.3133], [3.4221, 1.4800, 1.2064], [4.4006, 3.0036, 1.1695], [3.8631, 0.4794, 2.0067], [3.0949, -0.8738, 2.0990], [5.3805, 0.7124, 2.9411], [2.3377, 0.9670, -1.0837], [3.8049, 0.5819, -1.4987], [4.3167, -0.5219, -0.7649], [3.8442, -1.7710, -1.2832], [4.0857, -2.8370, -0.3596], [3.0157, -3.8015, -0.4177], [1.9902, -3.6656, 0.7776], [0.9827, -2.6548, 0.5441], [1.2596, 0.9148, -1.9596], [1.4686, 0.5334, -3.3591], [2.1542, 1.9267, -4.5705], [1.2247, -0.6789, -3.9240], [1.4260, -0.9903, -5.4466], [0.5881, -2.1676, -2.8464], [-4.4996, 0.8287, -2.4802], [-5.0617, 0.0859, -4.0646], [-4.3986, -1.0002, -2.8185], [-2.8204, 1.0826, -4.6059], [-2.7917, -0.7160, -4.6019], [-1.2335, 3.0267, -3.3782], [-2.2969, 2.7781, -0.3488], [-1.6744, 2.6151, 1.3288], [-2.0736, -0.1709, 1.0049], [-2.4637, 1.5190, 3.4020], [-2.9316, 2.6550, 4.7284], [-2.8832, 3.2025, 2.9656], [-0.1225, 2.1229, 5.4556], [3.7423, -1.6589, 2.5668], [2.9153, -1.1830, 1.0337], [2.1099, -0.7808, 2.6160], [4.4835, 1.4499, -1.2662], [3.9230, 0.3859, -2.5979], [4.2547, -1.9737, -2.3075], [2.7260, -1.6930, -1.3789], [2.4718, -3.8119, -1.3973], [3.4685, -4.8298, -0.3057], [1.4639, -4.6410, 0.9906], [2.5991, -3.4441, 1.6969], [0.2016, -3.1113, 0.1819], [2.3237, -0.4964, -5.8787], [1.4822, -2.1052, -5.5528], [0.4752, -0.6959, -5.9781], [-5.5397, 5.7366, -2.6643], [-4.7752, 4.8058, -1.7705], [-5.4899, 3.5907, -1.8931], [-6.0406, 3.6079, -3.1365], [-6.4808, 2.6435, -3.6825], [-6.0173, 4.8541, -3.6798], [-4.8261, 5.2113, -0.4798], [-6.3888, 6.2028, -2.1598], [-4.9113, 6.5187, -3.0878], [-3.7341, 4.6497, -2.0659], [6.6833, -1.4587, 5.5949], [5.6820, -2.2866, 6.3447], [6.4375, -2.7955, 7.4266], [7.4046, -1.8681, 7.6742], [8.0504, -1.8259, 8.6713], [7.5320, -0.9906, 6.6419], [5.2434, -3.3254, 5.5927], [7.2707, -2.0495, 4.8872], [6.2214, -0.6285, 5.0618], [4.8268, -1.7236, 6.7279], [7.9137, 1.5728, 9.6589], [9.2937, 2.1450, 9.7863], [9.0971, 3.2607, 10.6357], [8.0308, 2.9445, 11.4251], [7.7431, 3.5176, 12.4241], [7.3372, 1.8818, 10.9269], [9.7541, 2.5851, 8.5904], [7.3298, 2.0527, 8.8694], [7.9231, 0.4972, 9.4835], [10.0235, 1.4665, 10.2341], [8.0198, -4.2321, -0.5142], [6.8619, -4.9893, 0.0639], [7.2020, -5.1035, 1.4317], [7.9675, -4.0086, 1.7145], [8.2105, -3.6273, 2.8124], [8.4101, -3.4026, 0.5775], [6.7778, -6.2348, -0.4681], [8.8508, -4.8847, -0.7919], [7.7383, -3.6346, -1.3806], [5.8993, -4.4817, -0.0313], [3.2528, 3.4137, 11.0528], [4.0041, 2.4907, 11.9645], [3.2951, 1.2701, 11.8421], [2.7641, 1.2766, 10.5868], [2.3345, 0.3153, 10.0352], [2.7944, 2.5235, 10.0369], [3.9287, 2.9086, 13.2498], [2.3951, 3.8807, 11.5423], [3.8862, 4.1950, 10.6346], [5.0494, 2.3368, 11.6870], [-7.9719, -0.4720, -4.4517], [-9.2895, -0.8657, -5.0495], [-8.9675, -2.0193, -5.8011], [-7.9063, -2.5957, -5.1617], [-7.5369, -3.7077, -5.3472], [-7.3288, -1.7338, -4.2789], [-9.7472, 0.0933, -5.8970], [-7.3777, 0.1508, -5.1236], [-8.0824, 0.0459, -3.4993], [-10.0620, -1.1092, -4.3163], [-10.1880, 3.4395, -6.0373], [-8.8072, 4.0134, -5.9381], [-8.9803, 5.1309, -5.0963], [-10.0337, 4.8179, -4.2811], [-10.2950, 5.3952, -3.2784], [-10.7364, 3.7547, -4.7605], [-8.3691, 4.4483, -7.1511], [-10.7859, 3.9151, -6.8185], [-10.1824, 2.3644, -6.2072], [-8.0692, 3.3366, -5.5005], [-5.1166, 1.7366, -8.2650], [-5.8220, 1.9329, -6.9576], [-4.8092, 1.6740, -6.0039], [-3.6425, 2.0219, -6.6093], [-2.6164, 2.1929, -6.0225], [-3.7886, 2.1560, -7.9498], [-6.8113, 1.0195, -6.7935], [-5.1033, 0.6916, -8.5830], [-5.5419, 2.3407, -9.0649], [-6.2200, 2.9389, -6.8071], [2.7237, -5.9818, -6.0739], [2.4706, -6.2954, -4.6289], [3.1919, -5.2775, -3.9539], [3.1971, -4.2073, -4.7943], [3.4738, -3.0965, -4.4617], [2.8407, -4.5581, -6.0559], [2.9912, -7.4945, -4.2895], [3.6550, -6.4180, -6.4412], [1.9077, -6.3015, -6.7201], [1.4184, -6.2551, -4.3358], [-3.8635, -2.9548, -0.6956], [-4.5312, -2.5615, 0.5688], [-4.2665, -3.6482, 1.4483], [-3.0765, -4.1638, 1.0213], [-2.3919, -4.8980, 1.6539], [-2.7583, -3.6935, -0.2163], [-5.8703, -2.4584, 0.4088], [-4.4832, -3.5882, -1.3351], [-3.5375, -2.0898, -1.2721], [-4.1306, -1.6375, 0.9934]],
  "homo_ev": -11.83,
  "charge": 1
}

***

3.
{
  "formula": "C51H65IN7O4RbSe",
  "method": "ωB97M-V/def2-TZVPD",
  "species": ["Rb", "C", "C", "C", "C", "C", "C", "C", "N", "C", "C", "C", "C", "C", "C", "C", "C", "C", "C", "N", "C", "C", "C", "N", "C", "C", "C", "C", "C", "C", "C", "C", "C", "C", "C", "C", "C", "C", "N", "C", "C", "H", "H", "H", "H", "H", "H", "H", "H", "H", "H", "H", "H", "H", "H", "H", "H", "H", "H", "H", "H", "H", "H", "H", "H", "H", "H", "H", "H", "H", "H", "H", "H", "H", "H", "H", "H", "H", "H", "H", "H", "H", "H", "H", "H", "O", "H", "H", "O", "H", "H", "O", "H", "H", "O", "H", "H", "I", "C", "C", "C", "C", "C", "N", "H", "H", "H", "H", "C", "C", "C", "N", "C", "C", "H", "H", "H", "H", "H", "Se", "C", "C", "C", "N", "C", "C", "H", "H", "H", "H"],
  "xyz": [[-0.0723, -0.4117, -0.3058], [2.3631, 2.7893, -6.0274], [1.3853, 1.6005, -5.8424], [0.6282, 1.6451, -4.5445], [-0.5663, 2.2037, -4.3291], [-1.5090, 2.8185, -5.2941], [-1.2345, 4.3204, -5.5063], [-0.7799, 2.1570, -2.8494], [0.2722, 1.5698, -2.2597], [1.1650, 1.2484, -3.2327], [2.4071, 0.7207, -2.9802], [3.0684, 0.5026, -1.7250], [4.4413, -0.0136, -1.6220], [5.4514, -0.1025, -2.7180], [5.6252, -1.5036, -3.3677], [4.6683, -0.1503, -0.2814], [3.4131, 0.2230, 0.3926], [3.1310, 0.0706, 1.7758], [1.9904, 0.4414, 2.4608], [0.9119, 0.9886, 1.8572], [-0.0343, 1.2112, 2.7764], [-1.3079, 1.7621, 2.5433], [-1.8392, 2.2123, 1.3498], [-1.3179, 2.0286, 0.0977], [-2.0865, 2.6750, -0.7719], [-1.8939, 2.6931, -2.1543], [-3.2187, 3.3404, -0.0781], [-3.0836, 3.0054, 1.2258], [-3.9557, 3.3587, 2.3678], [-4.9904, 2.2409, 2.6677], [-4.2571, 4.1931, -0.7062], [-5.4290, 3.4538, -1.3722], [0.4867, 0.8138, 4.1060], [1.7234, 0.3122, 3.8891], [2.6820, -0.2763, 4.8749], [3.9370, 0.5550, 5.1749], [-0.1869, 1.0942, 5.4069], [0.0084, 2.5858, 5.8377], [2.4891, 0.6423, -0.5191], [5.8955, -0.6204, 0.3935], [6.5864, 0.5025, 1.1335], [2.8960, 2.6785, -6.9505], [3.0363, 2.8707, -5.1669], [1.8380, 3.7526, -6.0623], [1.9252, 0.6531, -5.9130], [0.7404, 1.5737, -6.7083], [-2.5716, 2.6642, -4.9592], [-1.4772, 2.2663, -6.2243], [-1.2744, 4.7798, -4.5287], [-1.9250, 4.8287, -6.1668], [-0.2450, 4.4729, -5.8954], [3.0329, 0.5037, -3.8637], [6.4141, 0.2299, -2.3601], [5.1319, 0.5513, -3.5243], [5.9305, -2.2788, -2.6366], [6.3632, -1.4994, -4.1426], [4.7104, -1.8918, -3.8362], [3.9210, -0.4065, 2.3472], [-1.9388, 1.8807, 3.4421], [-2.6568, 3.1912, -2.7765], [-4.5423, 4.2620, 2.2033], [-3.3000, 3.5248, 3.2440], [-5.4391, 1.8732, 1.7282], [-5.7471, 2.6377, 3.3668], [-4.5240, 1.3747, 3.1168], [-3.7590, 4.8322, -1.4233], [-4.7443, 4.8763, 0.0611], [-5.1530, 2.6606, -2.0600], [-6.0835, 4.1619, -1.9054], [-6.0063, 2.9407, -0.5580], [2.9969, -1.2443, 4.5190], [2.1038, -0.4594, 5.7712], [4.5174, 0.6901, 4.2661], [4.5936, 0.0271, 5.8645], [3.7129, 1.5633, 5.5212], [0.2627, 0.4476, 6.1662], [-1.2571, 0.8380, 5.3894], [1.0430, 2.8324, 5.8318], [-0.4059, 2.7456, 6.8546], [-0.5281, 3.3126, 5.1901], [6.5457, -1.1037, -0.3309], [5.6568, -1.4313, 1.1027], [6.7735, 1.3355, 0.4369], [7.5344, 0.1790, 1.5884], [5.9905, 0.8596, 1.9576], [-2.7134, -0.1962, -6.0645], [-2.9935, -0.9926, -5.5842], [-3.0583, 0.4872, -5.4917], [-3.7581, 0.4859, -2.9378], [-2.9580, 0.9320, -2.6147], [-3.7598, -0.2631, -2.2862], [1.8402, 3.3567, 0.2439], [1.6563, 2.8899, -0.5769], [1.5879, 2.6756, 0.8522], [3.4431, -3.1728, 0.3818], [3.5294, -2.1838, 0.4501], [2.7382, -3.3509, 1.0149], [1.8458, -3.2523, -4.4966], [0.8342, -4.1262, -2.8856], [0.5639, -5.4865, -3.0251], [-0.0544, -6.1115, -1.9740], [-0.4073, -5.3415, -0.8569], [-0.1232, -3.9905, -0.8645], [0.5417, -3.3607, -1.8757], [0.8961, -5.9786, -3.9063], [-0.2754, -7.1640, -1.9585], [-0.9110, -5.7413, 0.0204], [-0.4304, -3.3968, 0.0031], [-4.8709, -3.6532, 1.1216], [-5.3424, -2.3328, 1.1453], [-5.0375, -1.4906, 0.0979], [-4.2528, -1.8049, -0.9265], [-3.7844, -3.0355, -0.9370], [-4.0840, -3.9888, 0.0348], [-5.0784, -4.3536, 1.9388], [-5.9690, -1.9532, 1.9298], [-5.3990, -0.4533, 0.0600], [-3.1345, -3.3437, -1.7516], [-3.6440, -4.9907, -0.0205], [-1.9575, -4.0377, 2.5099], [-1.2342, -4.2943, 4.2283], [-0.4100, -5.3828, 4.5413], [0.1196, -5.5213, 5.8091], [-0.0868, -4.6327, 6.7994], [-0.8673, -3.6163, 6.5007], [-1.4681, -3.4018, 5.2873], [-0.2329, -6.1451, 3.7970], [0.7134, -6.3751, 6.0760], [-1.0276, -2.8604, 7.2716], [-2.0462, -2.5087, 5.0993]],
  "homo_ev": -1.59,
  "charge": -2
}